No. 1
CH4NO3P | ωB97M-V/def2-TZVPD

## Properties
energy above the lowest of the compared OMol25 structures with the same formula, charge and spin = 34.2 kcal/mol
largest force on an atom = 1.33 eV Å⁻¹
total charge = 0
frontier orbital gap = 10.915 eV

Each line ends with the Löwdin charge.
Atoms and positions in Å:
P -1.929 0.421 -0.521  0.7773
O -1.455 0.889 0.780  -0.4589
O -2.835 -0.894 -0.223  -0.3022
O 0.128 -0.877 -0.909  0.0261
N 1.557 -0.811 0.938  0.2369
C 0.816 -0.750 0.017  -0.4717
H -2.938 -1.126 0.705  0.0515
H 1.859 -0.259 1.709  0.0943
H 2.660 1.881 -1.475  0.0367
H 2.139 1.527 -1.020  0.0100

=====

No. 2
C3H6N2O2 | ωB97M-V/def2-TZVPD

## Properties
energy above the lowest of the compared OMol25 structures with the same formula, charge and spin = 158.8 kcal/mol
largest force on an atom = 5.46 eV Å⁻¹
total charge = 0
frontier orbital gap = 8.286 eV

Each line ends with the Löwdin charge.
Atoms and positions in Å:
O 0.425 0.449 -2.328  0.0598
O 0.699 -1.759 0.497  0.0777
N -0.924 0.164 1.166  -0.1825
N -0.869 0.560 -0.259  -0.0271
C 0.916 -1.119 -0.475  -0.1022
C -0.305 1.212 1.995  -0.2349
C 0.060 0.096 -1.228  -0.4236
H 1.635 -1.343 -1.265  0.1164
H -0.200 -0.849 1.236  0.1454
H -0.477 0.931 3.106  0.0576
H -1.194 2.255 2.139  0.1438
H 0.922 1.513 1.817  0.1213
H -1.150 1.766 -0.488  0.2481

=====

No. 3
C6H2N4 | ωB97M-V/def2-TZVPD

## Properties
largest force on an atom = 4.24 eV Å⁻¹
total charge = +2
frontier orbital gap = 6.941 eV

Each line ends with the Löwdin charge.
Atoms and positions in Å:
N -0.619 1.721 0.229  0.3787
N -2.654 0.560 0.093  0.3286
N 2.393 1.087 0.204  0.1887
N 0.428 -3.072 0.056  0.3125
C -0.044 -2.033 0.090  -0.0831
C 3.451 1.084 -0.229  0.1494
C -0.083 0.533 0.216  0.2292
C -0.603 -0.680 0.085  -0.0383
C -2.059 -0.608 0.010  0.1561
C -1.807 1.463 0.128  0.1494
H 4.233 1.383 -0.763  0.0702
H -2.636 -1.437 -0.120  0.1587

=====

No. 4
CH5BO2 | ωB97M-V/def2-TZVPD

## Properties
energy above the lowest of the compared OMol25 structures with the same formula, charge and spin = 18.0 kcal/mol
largest force on an atom = 3.09 eV Å⁻¹
SMILES string = CB(O)O
total charge = 0
frontier orbital gap = 11.489 eV

Each line ends with the Löwdin charge.
Atoms and positions in Å:
O 0.412 -1.126 0.932  0.0182
O -0.830 -0.908 -1.080  0.1481
C 0.367 1.253 -0.101  -0.0170
B -0.027 -0.278 -0.197  -0.6443
H -1.136 -1.794 -0.770  0.1229
H 1.275 1.181 0.606  0.0818
H -0.203 -1.834 1.313  0.1132
H -0.548 1.723 0.395  0.0851
H 0.689 1.783 -1.098  0.0921

=====

No. 5
C22H29N3O3S | ωB97M-V/def2-TZVPD

## Properties
energy above the lowest of the compared OMol25 structures with the same formula, charge and spin = 52.3 kcal/mol
largest force on an atom = 0.98 eV Å⁻¹
SMILES string = CC(=O)Nc1ccc(S(=O)(=O)N2CCN([C@H](C)CCc3ccccc3)CC2)cc1
total charge = 0
frontier orbital gap = 9.087 eV

Each line ends with the Löwdin charge.
Atoms and positions in Å:
S 3.071 0.505 0.441  0.6757
O 0.827 6.232 3.604  0.0785
O 3.260 1.189 -0.808  -0.2817
O 4.157 -0.277 0.956  -0.2826
N 1.719 -0.502 0.379  -0.2303
N -0.342 -2.029 -0.785  -0.1447
N 1.263 4.263 4.672  0.1161
C 0.872 5.577 4.616  -0.5071
C 0.495 6.115 5.979  0.0004
C -2.391 0.162 -4.220  -0.0822
C -0.670 -3.122 -3.443  -0.1470
C 2.252 2.980 1.351  -0.0436
C 1.989 2.100 3.965  -0.0089
C -3.710 -1.618 -5.126  -0.0873
C -0.633 -0.765 -0.147  -0.1616
C 2.543 1.672 1.685  -0.2922
C 2.000 -1.783 -0.242  -0.1792
C -1.507 -2.862 -1.051  -0.3732
C 0.590 0.144 -0.253  -0.1868
C -2.044 -3.622 0.168  -0.0442
C 1.687 3.427 3.642  -0.2086
C 1.823 3.864 2.324  0.0124
C 0.768 -2.674 -0.113  -0.1576
C -3.517 -0.265 -4.903  -0.0985
C -2.784 -2.536 -4.665  -0.0456
C 2.414 1.225 2.987  -0.0502
C -1.653 -2.119 -3.975  -0.2418
C -1.217 -3.836 -2.201  -0.1516
C -1.466 -0.759 -3.762  -0.0479
H 2.860 -2.210 0.274  0.1180
H 0.972 -3.635 -0.584  0.1239
H 1.243 3.826 5.584  0.1417
H 1.889 1.763 4.987  0.1128
H -2.288 -2.175 -1.398  0.1396
H 1.593 4.887 2.077  0.1030
H -2.939 -3.591 -4.847  0.1130
H -2.985 -4.104 -0.084  0.0794
H 0.258 -2.618 -3.175  0.1049
H -1.342 -4.388 0.490  0.0747
H 2.248 -1.649 -1.304  0.1333
H -0.501 -4.595 -1.880  0.1074
H -2.148 -4.347 -2.454  0.1161
H -0.455 -3.869 -4.210  0.1177
H 0.566 -2.834 0.960  0.1294
H 0.199 7.155 5.881  0.0849
H -0.883 -0.883 0.923  0.1266
H 2.660 0.200 3.211  0.1187
H 0.813 0.353 -1.309  0.1208
H -4.585 -1.957 -5.663  0.1002
H -0.588 -0.425 -3.229  0.1008
H -2.222 -2.940 0.997  0.0730
H 1.342 6.047 6.658  0.0843
H -4.240 0.453 -5.262  0.0984
H 0.411 1.091 0.262  0.1202
H -2.232 1.216 -4.046  0.1015
H 2.375 3.293 0.326  0.1182
H -1.477 -0.293 -0.654  0.1246
H -0.335 5.546 6.393  0.0841

=====

No. 6
C21H24AsCaCl3N8O6S2Se | ωB97M-V/def2-TZVPD

## Properties
largest force on an atom = 2.17 eV Å⁻¹
total charge = 0
frontier orbital gap = 8.270 eV

Each line ends with the Löwdin charge.
Atoms and positions in Å:
Se 0.122 3.263 -0.042  0.6290
As -2.688 -0.736 1.366  0.8676
Ca 0.138 0.256 0.098  1.1461
Cl 0.492 -1.818 -4.792  0.6605
Cl 0.737 0.689 -6.271  0.6103
Cl -1.473 0.314 -4.439  0.6443
S 2.725 2.323 3.501  0.5883
S -0.451 -2.294 -0.789  0.4498
O 0.345 -3.367 -1.318  -0.2833
O -2.069 -0.920 2.870  -0.4696
O -1.986 0.453 0.433  -0.6185
O -0.141 -1.916 0.608  -0.4735
O -4.362 -0.199 1.621  -0.2564
O -0.443 -1.063 -1.605  -0.4872
N -2.745 3.333 -0.009  -0.1190
N 1.735 1.019 -2.957  0.2290
N 3.725 -0.125 3.747  0.0905
N 0.413 0.647 2.579  -0.0386
N 4.657 1.106 0.307  0.1476
N 1.508 -0.007 3.189  -0.0566
N -1.951 3.522 -2.005  -0.1251
N 2.616 0.244 0.172  0.0327
C -2.138 -2.839 -0.671  -0.2560
C 4.796 -0.242 0.574  -0.2068
C -2.843 3.189 1.425  -0.0273
C -3.768 -4.464 -1.348  -0.0655
C -3.812 3.433 -0.855  -0.0311
C 3.504 -0.763 0.475  -0.2539
C 4.351 -2.897 1.044  -0.0848
C 5.895 -1.024 0.902  -0.0224
C -2.507 -3.895 -1.484  -0.0484
C -3.315 3.565 -2.110  -0.0396
C 5.646 -2.363 1.140  -0.0926
C -3.015 -2.322 0.277  -0.2138
C 1.041 0.497 -3.695  -0.4223
C -4.261 -2.915 0.413  -0.0806
C 2.638 0.660 3.480  -0.9360
C -1.602 3.363 -0.715  -0.7049
C 3.341 1.327 0.084  -0.1921
C -4.631 -3.987 -0.388  -0.0709
C 3.267 -2.114 0.708  -0.0134
C 0.222 -0.074 -4.740  -1.5978
C -1.027 3.780 -3.084  -0.0467
H -0.811 4.848 -3.154  0.1010
H -0.433 0.179 2.942  0.0513
H 5.374 1.813 0.317  0.1647
H -4.958 -2.520 1.142  0.1011
H -3.758 3.681 1.752  0.0976
H -2.862 2.127 1.683  0.0624
H -1.476 3.427 -4.014  0.0788
H 1.560 -0.989 2.948  0.1418
H 4.200 -3.951 1.228  0.1022
H 2.958 2.309 -0.141  0.0945
H 0.416 1.620 2.913  0.0316
H 6.466 -3.016 1.399  0.0983
H -4.058 -5.289 -1.980  0.1069
H -3.807 3.677 -3.056  0.1217
H 3.610 -1.112 3.900  0.1002
H -1.794 -4.283 -2.197  0.1134
H -1.977 3.670 1.878  0.0682
H 2.272 -2.537 0.615  0.0933
H -4.820 3.397 -0.497  0.1264
H 4.493 0.328 4.217  0.0875
H -4.474 -0.203 2.578  0.0395
H -0.096 3.243 -2.884  0.0420
H 6.889 -0.612 0.972  0.1075
H -5.602 -4.443 -0.258  0.1070

=====

No. 7
C23H30BBr3ClIN3O4S | ωB97M-V/def2-TZVPD

## Properties
largest force on an atom = 2.93 eV Å⁻¹
total charge = +1
frontier orbital gap = 5.621 eV

Each line ends with the Löwdin charge.
Atoms and positions in Å:
I -2.134 2.986 1.214  1.1871
Br -3.022 -1.553 4.289  0.7568
Br -1.585 -3.648 -0.580  0.7502
Br 1.209 -4.153 -1.526  0.6934
Cl 5.242 1.782 2.290  0.3900
S 4.008 2.006 3.906  0.3171
O 4.129 0.974 4.899  -0.3200
O 4.244 3.304 4.482  -0.3394
O -1.116 -2.302 6.131  0.0861
O -2.987 0.955 -1.398  0.1464
N -0.797 -0.681 -6.663  -0.0103
N -0.562 1.211 -1.976  -0.1135
N -0.690 -1.124 0.468  0.0112
C -0.770 -3.785 2.719  -0.1519
C -0.937 0.654 -3.320  -0.0940
C -0.507 -1.980 -0.700  -0.5954
C 0.287 -2.971 1.991  -0.1327
C -0.473 2.698 -2.112  -0.0787
C 1.075 -2.255 -0.967  -0.6444
C -1.116 1.527 3.991  -0.1883
C -1.196 0.135 0.347  -0.0538
C -0.425 -0.745 2.861  -0.1378
C -0.952 0.607 2.785  -0.1855
C -0.433 0.844 -8.227  -0.1046
C 1.492 -1.429 -2.227  -0.1452
C -0.063 2.682 4.073  -0.1896
C 0.475 -0.893 -7.127  -0.1482
C -1.358 0.374 -7.333  -0.1465
C 0.018 -1.216 4.267  -0.0747
C -1.343 1.005 1.458  -0.4420
C 2.316 2.048 3.269  -0.2621
C -1.213 -1.766 5.091  -0.7117
C 1.365 2.225 4.522  -0.2055
C 0.730 0.040 -8.096  -0.1055
C -0.305 -1.570 1.707  -0.1073
C -1.537 -4.515 3.293  0.1134
B -1.648 0.803 -1.065  -0.6531
H -1.702 1.324 -3.767  0.1013
H -0.068 0.621 -4.009  0.0994
H -1.356 3.224 -1.699  0.0451
H 1.085 -1.686 -6.727  0.1029
H -2.363 0.697 -7.115  0.1053
H 2.112 2.911 2.603  0.1134
H -0.850 -1.577 -1.664  0.0630
H -0.406 3.429 4.824  0.1314
H 1.372 -0.354 -1.983  0.0776
H 0.364 -0.331 4.836  0.1006
H 1.368 1.338 5.184  0.1051
H 1.216 -2.895 2.595  0.1352
H 1.649 0.136 -8.652  0.0942
H 0.039 3.257 3.128  0.0592
H -1.375 -0.365 -3.222  0.0789
H 2.487 -1.703 -2.614  0.0858
H -3.435 0.165 -1.047  0.1312
H 0.859 -1.928 4.249  0.1305
H 0.756 -1.658 -3.033  0.0726
H 2.011 1.096 2.775  0.0979
H 1.684 -2.034 -0.074  0.0980
H -0.574 1.673 -8.902  0.0944
H 1.810 3.049 5.123  0.1190
H -1.139 1.009 4.967  0.1153
H 0.544 -3.573 1.102  0.0463
H -2.325 -5.256 3.425  0.0719
H -2.113 2.014 3.883  0.0901
H 0.463 3.061 -1.630  0.0945
H -1.248 -1.217 -5.944  0.1318
H -0.368 2.955 -3.187  0.0975

=====

No. 8
C3H7NO3 | ωB97M-V/def2-TZVPD

## Properties
energy above the lowest of the compared OMol25 structures with the same formula, charge and spin = 30.4 kcal/mol
largest force on an atom = 0.61 eV Å⁻¹
SMILES string = NC(=O)O.CC=O
total charge = 0
frontier orbital gap = 10.456 eV

Each line ends with the Löwdin charge.
Atoms and positions in Å:
O -0.002 -2.493 -1.161  0.1062
O 0.745 2.080 2.987  0.0487
O 1.428 -1.243 -2.384  0.0656
N -0.552 -0.344 -1.695  0.1636
C 0.234 -1.457 -1.708  -0.6492
C -0.001 1.185 2.693  -0.3236
C -0.236 0.688 1.297  -0.0706
H -1.283 -0.238 -1.014  0.0901
H 0.117 1.419 0.571  0.0793
H 0.364 -0.212 1.140  0.0880
H -1.291 0.456 1.161  0.0732
H 1.221 -1.003 -3.295  0.1065
H -0.169 0.505 -2.072  0.1054
H -0.574 0.656 3.482  0.1169

=====

no.,HOMO level (eV)
1,-10.368
2,-8.776
3,-21.145
4,-11.171
5,-8.635
6,-7.927
7,-10.231
8,-10.069